1.
DFT (the ωB97M-V functional and the def2-TZVPD basis) results for 4 unconnected molecules or ions with the total composition C2H12O3.

energy: -309.0354 a.u.
charge: 0
E_HOMO: -10.5558 eV
SMILES: CC.O.O.O
Kohn-Sham gap: 10.965 eV

Last column: Löwdin charge in e.
Positions of all 17 atoms, in Å:
C  -1.801  0.187  2.160  -0.1523
C  -1.395  0.503  0.758  -0.1984
H  -1.826  -0.924  2.265  0.0815
H  -2.680  0.684  2.386  0.0332
H  -0.974  0.363  2.972  0.1073
H  -1.195  1.540  0.374  0.0964
H  -0.586  -0.165  0.347  0.0686
H  -2.171  0.386  0.122  0.0082
O  -0.737  0.243  -2.223  0.0182
H  -1.209  -0.457  -2.716  0.1057
H  -1.334  0.671  -1.760  -0.0579
O  1.623  -0.877  -1.341  -0.0665
H  2.007  -0.168  -1.774  -0.0009
H  0.691  -0.521  -1.578  0.0362
O  2.158  -0.096  1.113  0.0429
H  2.561  0.656  0.919  -0.0367
H  1.545  -0.360  0.537  -0.0855

2.
DFT (the ωB97M-V functional and the def2-TZVPD basis) results for 4 unconnected molecules or ions with the total composition C2H12O3S2.

energy: -1105.4468 a.u.
charge: 0
E_HOMO: -8.5755 eV
SMILES: CSSC.O.O.O
Kohn-Sham gap: 8.672 eV

Last column: Löwdin charge in e.
Positions of all 19 atoms, in Å:
C  1.451  -0.428  -2.122  -0.4671
S  2.223  -1.805  -1.237  0.3915
S  0.695  -2.810  -0.398  0.3987
C  0.174  -1.990  1.139  -0.4518
H  1.462  0.476  -1.512  0.0237
H  1.771  -0.429  -3.167  0.0286
H  0.447  -0.860  -2.284  0.0135
H  -0.897  -2.179  1.225  0.0227
H  0.868  -2.275  1.933  0.0290
H  0.188  -0.907  1.084  0.0132
O  1.387  2.014  1.798  -0.0297
H  0.726  2.700  1.764  0.0032
H  1.112  1.514  2.561  0.0437
O  -0.844  2.357  0.076  -0.0483
H  -0.631  2.899  -0.694  0.0503
H  -0.283  2.763  0.743  -0.0108
O  -3.483  -0.543  -0.599  -0.0625
H  -3.353  -0.814  0.308  0.0168
H  -3.013  0.315  -0.618  0.0354